14
Properties=species:S:1:pos:R:3:mulliken_charge:R:1 method="wB97M-V/def2-TZVPD" homo_lumo_gap_ev=12.474 de_lowest_ev=0.264 smiles=CC(C)C
C -0.04097 -0.00676 0.43821 0.804
C -0.35023 1.42644 0.00300 -1.457
C -1.00680 -0.96951 -0.30378 -1.507
C 1.41587 -0.40840 0.14045 -1.186
H 2.00354 -0.71740 1.01269 0.279
H -1.01515 -0.76575 -1.38657 0.332
H 1.30497 -1.27327 -0.49926 0.313
H -0.21914 -0.10664 1.51801 0.237
H -0.74266 -2.03146 -0.19055 0.396
H -2.03499 -0.85195 0.05511 0.392
H -1.43029 1.59931 0.03598 0.366
H 1.99836 0.33658 -0.41463 0.314
H -0.01955 1.58222 -1.03276 0.368
H 0.13705 2.18660 0.62410 0.349